A structure of composition C19H32BF7O6S2SeSiSn at a distorted geometry, computed with wB97M-V/def2-TZVPD.

Cartesian coordinates (Å):
Sn1 -0.005 0.582 0.134
Se1 1.589 2.126 -1.131
S1 2.370 -1.197 -0.464
S2 -2.697 1.760 0.889
Si1 1.207 -2.858 -0.242
F1 -4.504 -0.333 1.189
F2 -4.930 1.358 2.440
F3 -1.268 3.361 -0.164
F4 -1.761 4.458 1.818
F5 -2.428 5.335 -0.167
F6 -0.258 5.314 0.397
F7 -3.368 0.004 2.992
O1 -1.557 1.720 1.781
O2 1.806 -3.955 0.834
O3 -0.256 -2.314 0.284
O4 0.805 -3.773 -1.542
O5 -2.457 0.903 -0.270
O6 -3.598 2.836 0.721
C1 2.567 -3.698 1.991
C2 4.469 4.709 -2.933
C3 1.594 -4.411 -2.510
C4 3.380 6.034 -1.265
C5 3.638 3.647 -2.628
C6 1.998 -2.521 2.783
C7 0.617 -4.979 -3.554
C8 4.015 -3.394 1.599
C9 2.675 3.760 -1.626
C10 2.544 -3.420 -3.181
C11 4.350 5.910 -2.247
C12 -1.224 -4.553 0.548
C13 2.548 4.971 -0.954
C14 2.400 -5.549 -1.872
C15 -3.913 0.642 1.925
C16 -2.107 -2.537 1.731
C17 2.511 -4.982 2.833
C18 -1.461 -3.046 0.442
C19 -2.338 -2.746 -0.777
B1 -1.452 4.615 0.486
H1 3.126 -4.877 3.724
H2 1.973 -2.620 -3.645
H3 -1.778 -3.013 -1.671
H4 1.783 5.077 -0.204
H5 2.992 -6.067 -2.626
H6 -3.133 -2.883 1.821
H7 -1.539 -2.878 2.595
H8 3.150 -3.922 -3.934
H9 5.223 4.600 -3.703
H10 -0.515 -4.766 1.342
H11 4.466 -4.258 1.114
H12 5.011 6.739 -2.475
H13 1.729 -6.258 -1.389
H14 2.505 -2.421 3.740
H15 -2.098 -1.449 1.715
H16 -2.571 -1.680 -0.807
H17 3.184 -2.969 -2.429
H18 -3.267 -3.315 -0.742
H19 1.161 -5.488 -4.348
H20 0.933 -2.663 2.948
H21 3.055 -5.127 -1.117
H22 1.485 -5.191 3.129
H23 -0.814 -4.925 -0.385
H24 3.271 6.970 -0.731
H25 -2.164 -5.060 0.766
H26 4.012 -2.557 0.903
H27 0.040 -4.164 -3.986
H28 4.596 -3.131 2.479
H29 -0.071 -5.681 -3.087
H30 2.139 -1.607 2.211
H31 3.728 2.700 -3.140
H32 2.878 -5.819 2.244

Output
maximum force = 3.60 eV/A
frontier orbital gap = 0.232 Eh
total charge = -2
LUMO = 4.1 eV


A structure of composition C31H52N6O7P2Sb2Ta, computed with wB97M-V/def2-TZVPD.

Cartesian coordinates (Å):
Ta1 -0.528 0.681 0.026
Sb1 0.285 -1.606 1.898
Sb2 -0.681 -2.561 -1.671
P1 -0.277 1.913 2.571
P2 -1.350 3.763 0.660
O1 -2.406 -0.081 -0.061
O2 -2.799 3.574 0.654
O3 -0.279 1.836 4.126
O4 -0.476 2.675 -0.030
O5 -1.452 1.207 1.882
O6 0.921 1.359 1.835
O7 -0.853 5.154 0.083
N1 -4.215 1.008 0.773
N2 -4.045 -1.297 0.865
N3 0.973 4.205 1.924
N4 -1.103 1.126 -2.256
N5 1.212 0.613 -0.925
N6 2.810 3.022 0.031
C1 2.514 0.546 -0.286
C2 -3.551 -0.106 0.545
C3 -1.272 2.589 -2.564
C4 4.519 1.384 0.703
C5 2.055 -1.281 3.029
C6 0.242 -2.834 -3.571
C7 4.281 -0.981 0.372
C8 2.398 0.160 -3.068
C9 0.057 0.676 -3.043
C10 2.356 0.084 -4.451
C11 0.498 -3.743 1.786
C12 -1.135 -4.913 0.243
C13 3.784 4.008 0.538
C14 -1.538 -4.929 2.624
C15 0.020 0.605 -4.426
C16 3.269 1.655 0.142
C17 -1.042 4.575 3.369
C18 -0.302 -4.561 -0.946
C19 1.242 0.458 -2.347
C20 -2.695 -5.671 2.445
C21 1.172 0.301 -5.135
C22 2.478 3.412 -1.355
C23 -3.078 -6.039 1.163
C24 -2.365 0.502 -2.746
C25 -0.759 -4.523 1.538
C26 3.032 -0.739 -0.166
C27 5.022 0.098 0.819
C28 -1.182 -1.503 3.456
C29 -0.422 3.734 2.261
C30 -2.295 -5.672 0.081
C31 -2.737 -2.952 -2.176
H1 -0.161 -2.139 -4.304
H2 6.006 -0.050 1.245
H3 4.003 3.837 1.593
H4 -1.202 -4.704 3.630
H5 1.311 -2.655 -3.470
H6 -1.599 -2.495 3.614
H7 2.269 -0.219 3.113
H8 5.146 2.190 1.047
H9 -1.510 5.695 -0.381
H10 -0.561 -5.188 -1.799
H11 1.499 3.577 1.199
H12 -1.479 2.692 -3.628
H13 -0.896 0.797 -4.969
H14 -3.765 1.916 0.635
H15 1.289 -3.948 1.065
H16 -5.136 0.994 1.182
H17 -0.460 4.518 4.288
H18 1.550 4.247 2.768
H19 1.906 -1.729 4.011
H20 0.766 -4.674 -0.771
H21 -0.368 3.135 -2.327
H22 4.673 -1.988 0.435
H23 3.363 3.369 -1.996
H24 -2.563 -6.021 -0.910
H25 1.141 0.246 -6.214
H26 -3.960 -6.646 1.009
H27 0.076 -3.856 -3.908
H28 -3.419 -2.186 -1.810
H29 -3.271 -5.991 3.303
H30 3.264 -0.141 -4.994
H31 -3.551 -2.133 0.592
H32 4.725 3.995 -0.017
H33 -1.112 5.619 3.056
H34 -1.985 -0.818 3.201
H35 -2.309 -0.575 -2.675
H36 -0.703 -1.193 4.387
H37 2.102 4.436 -1.355
H38 -3.026 -3.911 -1.750
H39 -2.828 -3.011 -3.260
H40 -4.948 -1.402 1.300
H41 0.926 5.155 1.546
H42 2.431 -1.559 -0.550
H43 3.357 5.004 0.420
H44 0.898 -3.961 2.779
H45 -2.118 2.981 -2.001
H46 -2.549 0.785 -3.780
H47 -2.050 4.225 3.586
H48 -3.196 0.867 -2.149
H49 1.714 2.766 -1.764
H50 2.890 -1.769 2.534
H51 -0.218 0.981 4.578
H52 3.335 0.006 -2.555

Output
maximum force = 0.90 eV/A
frontier orbital gap = 0.246 Eh
total charge = +3
LUMO = -8.5 eV


A cluster of 2 separate species, C26H24N2O3 in total at a distorted geometry, computed with wB97M-V/def2-TZVPD.

Cartesian coordinates (Å):
O1 -3.217 -0.314 1.766
O2 0.009 2.168 1.779
O3 -4.519 1.418 1.470
N1 -6.564 3.948 2.699
N2 -3.352 0.935 1.631
C1 -0.631 -0.142 2.040
C2 -4.386 3.691 3.216
C3 0.307 -2.762 2.230
C4 -5.334 4.463 2.492
C5 -2.226 3.663 4.414
C6 -6.510 2.878 3.590
C7 -0.909 1.317 1.829
C8 -2.783 3.549 5.718
C9 -5.862 0.686 5.102
C10 -1.995 3.165 6.788
C11 -0.824 3.539 4.296
C12 0.444 -1.887 3.315
C13 -2.260 1.771 1.637
C14 -0.314 -2.322 1.051
C15 -5.125 5.638 1.630
C16 -7.771 4.436 2.073
C17 -5.150 2.649 3.913
C18 -4.826 1.523 4.662
C19 0.181 2.356 7.733
C20 0.004 -0.566 3.212
C21 -3.013 3.896 3.243
C22 -0.638 2.880 6.601
C23 -7.205 0.937 4.776
C24 -0.807 -1.020 0.969
C25 -0.056 3.103 5.350
C26 -7.539 2.039 3.972
H1 1.206 2.159 7.402
H2 -7.678 4.421 0.983
H3 -0.376 3.753 3.331
H4 0.892 -2.232 4.243
H5 0.226 3.054 8.579
H6 -4.079 5.955 1.748
H7 -7.982 0.255 5.113
H8 -2.436 3.070 7.779
H9 -2.547 4.417 2.405
H10 -5.769 6.485 1.929
H11 1.015 2.953 5.209
H12 0.121 0.153 4.030
H13 -5.611 -0.184 5.709
H14 -5.308 5.414 0.564
H15 -3.779 1.307 4.886
H16 0.679 -3.787 2.293
H17 -1.312 -0.682 0.063
H18 -8.544 2.233 3.620
H19 -2.432 2.771 1.244
H20 -3.842 3.762 5.867
H21 -8.600 3.800 2.373
H22 -7.987 5.465 2.382
H23 -0.432 -2.987 0.195
H24 -0.244 1.419 8.113

Output
maximum force = 2.16 eV/A
frontier orbital gap = 0.214 Eh
LUMO = -1.7 eV